Computed, not measured: an isolated molecule of C7H13FO in a non-equilibrium geometry, with the ωB97M-V functional and the def2-TZVPD basis.

The geometry in XYZ format:
```
22
Properties=species:S:1:pos:R:3:forces:R:3:lowdin_charge:R:1
F -1.1385 -0.3498 -1.5616 -0.29 -0.33 -0.33 0.017
O 0.9360 1.0724 0.9626 -0.36 -0.22 -3.27 0.015
C 0.0692 -0.0159 -0.9629 1.06 -0.17 0.31 -0.496
C 0.4246 -1.7550 0.7739 1.24 -3.80 1.00 -0.168
C -0.2799 0.4982 0.4274 -0.92 -0.51 1.74 -0.491
C -1.4993 1.4059 0.5843 0.39 1.33 0.23 -0.010
C 0.8384 0.9516 -1.8356 0.84 0.71 0.60 -0.004
C 0.8832 -1.2961 -0.6384 -1.74 -1.90 -1.73 -0.105
C -0.6543 -0.8010 1.1738 3.88 1.23 -1.87 -0.160
H 1.9067 -1.0571 -0.6892 1.32 0.38 0.28 0.086
H -0.7417 -0.7126 2.1751 0.09 0.79 3.54 0.087
H -1.7926 1.2837 1.6993 -0.13 0.54 -2.03 0.116
H 0.9538 1.1595 1.8758 -0.46 0.03 2.63 0.068
H 0.0002 -2.8799 0.8646 1.07 2.39 -0.66 0.144
H 0.1714 1.7174 -2.2317 -0.30 -0.44 -0.64 0.075
H 0.7622 -2.0979 -1.5049 -0.13 1.57 1.79 0.160
H -1.0773 2.4199 0.4177 -0.66 -0.19 0.34 0.086
H -1.5926 -1.0089 0.8898 -3.32 -1.42 -1.63 0.085
H -2.3278 1.2817 -0.1891 1.04 -0.29 1.40 0.110
H 1.4153 1.6490 -1.0953 0.01 -1.85 -1.64 0.120
H 1.3537 -1.8024 1.5174 -2.03 0.49 -1.47 0.141
H 1.3892 0.3374 -2.6531 -0.59 1.64 1.42 0.121
```
Forces are in eV/Å.

Gap between HOMO and LUMO, eV: 11.04
Net charge: 0
Max |F|, eV Å⁻¹: 4.48


Computed, not measured: an isolated molecule of C5H8O in a non-equilibrium geometry, with the ωB97M-V functional and the def2-TZVPD basis.

The geometry in XYZ format:
```
14
Properties=species:S:1:pos:R:3:forces:R:3:lowdin_charge:R:1
O 1.7024 -0.5530 0.5631 -0.35 -0.05 -0.42 -0.023
C -0.6638 -0.0392 1.0706 0.61 -1.63 0.17 -0.093
C 1.1456 -1.5319 -0.2872 -2.73 0.90 3.26 -0.100
C -1.6372 0.8607 1.0524 0.99 0.28 -1.70 0.030
C 0.3722 0.7197 -1.1323 -1.81 1.91 0.81 -0.022
C 0.3593 -0.2858 0.0292 1.64 0.72 -2.35 -0.423
H -0.6349 1.2691 -1.1829 1.21 -1.27 -0.34 0.077
H 0.8064 -2.4498 0.1192 -0.14 -0.80 1.21 0.100
H 0.6660 0.4432 -2.1375 -0.01 -0.66 0.11 0.075
H 0.9763 1.5748 -0.8641 0.67 0.12 0.23 0.080
H 1.5136 -1.7443 -1.2043 1.48 0.34 -3.06 0.077
H -0.4834 -0.7651 1.8917 -0.62 0.78 -0.17 0.127
H -1.8235 1.5934 0.2391 0.30 -0.78 0.63 0.067
H -2.2991 0.9083 1.8429 -1.24 0.15 1.62 0.028
```
Forces are in eV/Å.

Gap between HOMO and LUMO, eV: 10.70
Net charge: 0
Max |F|, eV Å⁻¹: 4.34


Computed, not measured: a cluster of 2 separate species, C6H7N3O in total in a non-equilibrium geometry, with the ωB97M-V functional and the def2-TZVPD basis.

The geometry in XYZ format:
```
17
Properties=species:S:1:pos:R:3:forces:R:3:lowdin_charge:R:1
O -2.0152 3.2868 -1.6838 -1.14 -0.60 -2.85 -0.205
N -1.0992 0.0944 0.5470 -0.04 -0.22 0.06 0.131
N 1.4716 -0.7033 -0.0875 -0.02 0.16 0.09 0.128
N -1.9251 0.9899 -2.7593 1.33 -0.83 3.88 0.148
C 1.6450 -2.0543 1.9299 0.32 0.05 0.16 -0.035
C 0.7581 0.0357 -0.9310 -0.15 0.18 -0.16 -0.059
C -0.3650 -0.5948 1.4067 0.15 -0.22 -0.26 -0.066
C -0.5726 0.3570 -0.6528 -0.46 0.30 0.91 -0.263
C 0.9153 -1.0725 1.0687 -0.50 0.04 -0.29 -0.305
C -1.4793 0.9005 -1.6587 -0.37 -1.30 -4.63 -0.120
H 1.7307 -3.0178 1.4072 -0.04 0.27 0.13 0.091
H 1.2420 0.3994 -1.8394 -0.13 -0.30 0.16 0.126
H 2.6647 -1.6941 2.1246 -0.26 -0.14 -0.04 0.088
H -1.0739 3.3962 -1.4500 -0.55 -0.19 -1.06 0.020
H 1.1314 -2.2130 2.8851 0.11 0.04 -0.24 0.078
H -0.8204 -0.8525 2.3656 0.14 0.22 -0.22 0.120
H -2.2082 2.7424 -2.6725 1.60 2.54 4.37 0.123
```
Forces are in eV/Å.

Gap between HOMO and LUMO, eV: 9.41
Net charge: 0
Max |F|, eV Å⁻¹: 5.30


Computed, not measured: a structure of composition C30H46BrN3P2Ru in a non-equilibrium geometry, with the ωB97M-V functional and the def2-TZVPD basis.

The geometry in XYZ format:
```
83
Properties=species:S:1:pos:R:3:forces:R:3:lowdin_spin:R:1
Ru -0.6258 -0.5306 1.4796 0.45 3.85 1.18 1.397
Br 1.7562 -0.7767 1.9695 -1.03 0.15 -0.50 0.058
P 6.2414 -1.1585 0.2604 -4.10 0.76 -0.36 0.623
P -0.4667 -2.3503 0.2933 -0.05 -2.94 -1.65 0.016
N -7.0124 5.3573 -5.4678 -0.27 0.25 -0.32 0.044
N -0.6136 0.9749 3.1017 0.46 -0.81 -0.24 0.034
N -0.9127 -0.8107 4.5034 0.10 -0.61 -0.73 0.028
C 0.7831 -2.6951 -0.9843 0.38 0.23 0.17 0.001
C -5.4881 4.0550 -3.5384 -0.09 0.02 -0.59 0.015
C 5.1414 -2.0248 1.4539 0.92 -0.90 0.39 0.092
C 5.3872 -1.5997 -1.3147 1.24 -0.04 -0.60 0.088
C -1.5193 1.3505 -2.2255 0.47 -0.31 0.32 -0.014
C -0.7117 2.7614 5.2297 -0.33 -0.88 0.22 0.005
C -3.0824 -1.8178 0.6850 -0.49 -0.11 -0.26 0.017
C -3.0530 2.1175 -0.5029 0.44 -0.54 0.71 -0.009
C -0.6980 0.7675 -1.2527 -0.29 0.40 -0.38 0.076
C -6.0095 5.3467 -3.3051 1.52 -1.59 1.03 0.278
C -0.8387 1.4007 5.4680 -0.04 0.19 -0.47 0.004
C -5.7816 3.4318 -4.7685 0.91 -0.37 2.01 0.260
C -4.6285 3.4149 -2.5521 0.81 -0.43 0.26 0.105
C -6.7355 5.9728 -4.3220 -0.84 0.35 -1.86 0.226
C -1.5004 -4.7360 1.5163 -0.17 -0.20 0.04 -0.001
C -3.5969 2.5796 -2.8662 -0.77 0.77 -0.23 -0.041
C -2.2818 1.4974 0.4731 -0.52 0.41 -0.34 0.059
C -6.5734 4.1216 -5.6956 -1.20 1.26 -0.64 0.231
C -0.7666 0.5309 4.3657 -0.31 0.28 0.00 0.013
C -0.3347 2.2758 2.8954 -0.22 1.11 0.67 -0.001
C -2.1673 -2.4265 -0.3732 0.59 -0.21 -0.57 0.017
C 6.1034 -2.7643 -1.9959 -0.05 -0.39 -0.43 0.012
C -2.7173 2.0117 -1.8690 0.17 -0.21 0.53 0.093
C -0.4579 3.2013 3.9253 0.39 0.03 -0.98 0.014
C -0.3336 -3.7569 1.4795 0.19 0.31 0.44 0.002
C 6.7743 1.5532 0.0016 0.09 0.52 -0.12 0.011
C -1.1386 0.7639 0.0876 0.26 -0.94 0.23 0.034
C 5.6846 0.5855 0.4652 1.25 0.32 0.59 0.094
C 0.2471 -2.7361 -2.4056 -0.02 -0.06 -0.40 0.001
C 5.8484 -2.3221 2.7738 -0.11 -0.18 0.50 0.010
H -0.3865 -1.8751 -2.6331 0.08 -0.06 -0.04 0.000
H 4.7592 0.7213 -0.1115 0.17 -0.40 0.07 0.016
H -3.3712 2.3659 -3.9163 -0.05 0.06 0.35 -0.003
H -0.3270 -3.6469 -2.5993 0.04 0.16 0.06 0.000
H 4.2543 -1.3935 1.6201 0.49 0.06 -0.39 0.015
H 6.5938 2.5437 0.4271 0.10 -0.11 -0.11 0.000
H -2.5169 -1.1773 1.4265 -0.63 -0.12 0.23 0.006
H -0.0409 2.5729 1.8825 -0.30 -0.08 0.45 0.000
H -6.8456 3.6451 -6.6390 0.12 0.32 0.03 0.007
H -1.2392 -5.5631 2.1843 -0.09 0.13 -0.13 0.000
H 5.2690 -3.0648 3.3304 0.21 0.10 0.01 0.000
H -1.0306 0.9518 6.4391 0.13 0.37 -0.03 0.000
H 7.1927 -2.6647 -1.9253 -0.24 -0.05 -0.15 0.005
H 0.6065 -4.2647 1.2295 -0.16 0.12 0.08 0.000
H 5.8192 -3.7260 -1.5557 0.13 0.15 -0.02 0.000
H -0.5403 -1.4110 3.7505 -0.18 0.34 1.44 0.001
H 4.3452 -1.8563 -1.0771 0.26 0.20 0.29 0.015
H -3.6159 -2.5806 1.2649 0.25 0.37 0.05 0.000
H 7.7727 1.2250 0.3151 -0.23 0.19 -0.01 0.004
H -5.4027 2.4358 -4.9970 -0.12 0.25 0.01 0.009
H 0.2688 0.3211 -1.4830 -0.33 0.04 -0.23 0.002
H 5.3923 -0.7047 -1.9527 0.10 -0.21 0.17 0.001
H -2.4141 -3.4662 -0.6266 -0.10 0.33 0.08 0.003
H 6.7770 1.6614 -1.0880 0.06 -0.07 0.17 0.000
H 5.9238 -1.4304 3.4054 0.07 -0.11 -0.15 0.000
H 4.8104 -2.9542 0.9639 0.21 0.23 0.14 0.001
H -3.9500 2.6475 -0.1978 0.23 -0.18 0.07 -0.002
H 5.8358 -2.7960 -3.0552 0.09 -0.09 0.14 0.000
H -0.1699 -3.3169 2.4747 -0.01 -0.25 -0.06 0.001
H -2.5804 1.5670 1.5156 -0.02 0.00 -0.14 0.002
H -2.4099 -4.2707 1.9108 0.17 -0.16 -0.07 0.000
H 6.8588 -2.7178 2.6162 -0.29 -0.01 0.10 0.004
H 5.4587 0.7230 1.5323 0.14 -0.03 -0.23 0.001
H -1.2489 1.3034 -3.2812 0.09 -0.01 0.29 -0.002
H 1.2617 -3.6457 -0.7080 -0.16 0.24 -0.11 0.000
H -0.8216 3.4582 6.0523 0.09 0.03 -0.10 0.000
H 1.5499 -1.9198 -0.8553 -0.08 -0.11 -0.12 0.001
H -5.8220 5.8634 -2.3661 -0.13 -0.11 -0.09 0.010
H -0.3512 4.2611 3.6939 0.11 -0.32 0.16 0.001
H -2.1898 -1.8453 -1.3058 -0.01 -0.15 0.29 0.000
H -1.0337 -1.1985 5.4276 0.06 -0.23 -0.19 0.001
H -3.8150 -1.1649 0.1990 0.12 0.02 0.42 0.001
H 1.0824 -2.7236 -3.1106 -0.12 -0.04 0.06 0.000
H -1.7205 -5.1645 0.5327 0.08 0.03 0.20 0.000
H -7.0981 6.9933 -4.1851 -0.17 -0.26 -0.11 0.006
H -4.8117 3.7161 -1.5133 0.10 -0.12 -0.50 0.004
```
Forces are in eV/Å.

Spin multiplicity: 5
Gap between HOMO and LUMO (spin up / spin down), eV: 5.77 / 3.87
Expectation value of S²: 6.109
Net charge: +4
Max |F|, eV Å⁻¹: 4.19


Computed, not measured: an isolated molecule of C16H26O5, with the ωB97M-V functional and the def2-TZVPD basis.

The geometry in XYZ format:
```
47
Properties=species:S:1:pos:R:3:forces:R:3:lowdin_charge:R:1
O -2.0212 1.6976 -2.1457 -0.11 0.27 -0.42 -0.029
O -0.6521 3.5619 -0.6497 0.11 0.20 -0.40 -0.025
O 0.8805 1.0052 1.4732 0.00 0.18 0.11 -0.101
O -1.3820 -2.0296 -0.8518 -0.07 0.24 -0.02 -0.139
O -2.3334 -1.3524 1.0981 0.36 -0.09 -0.20 -0.151
C -3.4945 -1.3050 1.8864 -0.09 -0.01 0.01 -0.085
C -2.5496 -1.5324 -0.2855 -0.58 -0.02 -0.23 -0.414
C 0.8091 1.8764 0.3522 -0.05 0.63 -0.11 -0.339
C 4.7448 -0.4353 0.2518 0.06 0.04 0.11 -0.082
C -1.7323 1.5735 0.2775 0.44 0.21 -0.26 -0.067
C 3.4977 -1.3798 -1.5633 0.09 -0.06 -0.13 -0.081
C 1.9299 2.9116 0.4380 -0.24 -0.35 -0.12 -0.011
C -2.9333 -0.2460 -1.0304 0.57 -0.19 0.15 -0.044
C 2.3503 -0.6210 0.4104 -0.12 0.05 0.01 -0.206
C 1.0756 -0.3646 1.1751 -0.06 -0.14 0.07 -0.150
C 3.5714 -0.2459 0.9584 -0.02 -0.06 -0.02 -0.041
C 4.7099 -1.0045 -1.0108 0.03 -0.04 -0.11 -0.093
C -1.8215 0.8158 -1.0520 -0.22 -0.44 0.59 -0.355
C -0.5708 2.5807 0.3546 -0.01 -0.61 0.34 -0.325
C -1.0341 -3.3288 -0.4137 0.00 -0.05 0.09 -0.071
C 2.3220 -1.1844 -0.8579 -0.03 0.00 0.14 -0.038
H 0.9235 1.3093 -0.5803 -0.04 -0.01 0.03 0.145
H 2.8939 2.4357 0.2761 0.10 -0.01 0.02 0.071
H -0.8802 0.3094 -1.2780 -0.05 0.05 0.05 0.139
H 3.4666 -1.8197 -2.5497 0.00 -0.03 -0.08 0.101
H -0.7760 3.1023 -1.4952 -0.10 0.11 0.13 0.081
H 5.6263 -1.1527 -1.5633 0.06 -0.01 -0.04 0.100
H -3.1442 -0.5269 -2.0639 -0.06 0.01 0.02 0.132
H 0.2177 -0.7688 0.6236 0.08 -0.01 0.06 0.101
H -0.1279 -3.5983 -0.9509 -0.01 -0.08 0.03 0.088
H -4.0877 -0.4062 1.6870 -0.02 -0.01 0.04 0.088
H 1.7737 3.6827 -0.3108 0.04 0.07 -0.04 0.079
H -3.8437 0.1647 -0.5877 -0.06 0.02 -0.01 0.122
H 1.1193 -0.8493 2.1558 -0.06 -0.04 -0.14 0.138
H -3.1554 -1.2876 2.9200 -0.12 0.00 0.02 0.096
H -2.8368 2.1915 -1.9943 0.05 0.01 0.00 0.110
H -0.8442 -3.3433 0.6622 0.01 -0.03 -0.05 0.093
H -3.3758 -2.2700 -0.4114 0.23 0.12 0.08 0.158
H 1.3739 -1.4701 -1.2924 -0.14 0.00 -0.04 0.102
H -1.6148 0.8572 1.0884 -0.09 -0.01 0.02 0.115
H -1.8319 -4.0420 -0.6525 0.04 0.01 0.01 0.094
H 1.9211 3.3669 1.4247 0.00 0.08 0.14 0.088
H -4.1223 -2.1891 1.7196 0.00 0.03 0.03 0.094
H -2.6679 2.1227 0.4283 -0.07 -0.04 0.03 0.132
H -0.6516 3.1230 1.3045 0.04 -0.11 -0.04 0.157
H 3.5889 0.2044 1.9402 0.02 0.07 0.11 0.122
H 5.6891 -0.1387 0.6852 0.07 0.02 0.03 0.102
```
Forces are in eV/Å.

Gap between HOMO and LUMO, eV: 9.74
Net charge: 0
Max |F|, eV Å⁻¹: 0.76